Density functional theory data (wB97M-V/def2-TZVPD) for 2 unconnected molecules or ions with the total composition C16H37N2O4P in a non-equilibrium geometry.

Computed properties:
- largest force on an atom (hartree/bohr) = 0.039
- HOMO level (spin up / spin down) (eV) = -11.162 / -12.116
- Kohn-Sham gap (spin up / spin down) (eV) = 7.650 / 8.592
- total energy (Ha) = -1383.41846
- LUMO level (spin up / spin down) (eV) = -3.51 / -3.52

```
! wB97M-V def2-TZVPD RIJCOSX def2/J DEFGRID3
* xyz 1 2
H 2.343 -0.364 -1.307
H -7.096 0.212 -0.135
H 1.400 -1.681 -0.735
H -2.560 1.234 2.315
C 4.957 0.951 -0.150
O 4.389 -1.733 -2.748
H 2.199 0.782 0.727
H -2.633 1.270 -2.485
C -2.961 1.715 -0.399
H 3.774 -1.986 0.760
C 3.481 -1.882 -0.277
C -3.386 1.899 2.060
H 7.382 -3.038 0.078
H 7.009 0.805 -0.607
H -0.200 -0.468 0.180
H 2.286 -0.698 1.633
C -5.048 -0.377 -0.578
H -4.784 3.595 0.928
H -5.796 -2.242 -1.330
H -6.322 1.288 -1.300
N -4.554 0.194 0.714
H -6.021 2.355 1.027
H -4.208 1.935 -2.156
C 2.222 -1.028 -0.465
H -4.458 -0.454 -2.644
C 6.380 1.485 -0.055
H 6.446 2.479 -0.466
N 0.340 -0.246 1.018
H 3.240 -2.873 -0.624
C 6.513 -1.702 1.420
P 4.766 -1.305 -1.427
O 6.210 -1.858 -1.050
O 4.753 0.290 -1.409
H -2.999 2.917 2.054
H -6.837 -0.297 -1.798
C 1.831 -0.229 0.778
H 5.715 -3.377 0.316
H 6.731 1.494 0.967
C -6.396 0.255 -0.970
C -4.002 1.579 0.702
C 6.420 -2.564 0.191
H 5.553 -1.443 1.848
H -3.181 -0.867 -1.523
H -6.013 -2.050 0.410
H 0.109 -0.953 1.718
H 0.045 0.647 1.417
C -4.015 -0.175 -1.688
H -2.634 2.754 -0.472
H 4.286 1.799 -0.093
H -5.346 2.840 -0.532
H -2.071 1.127 -0.126
H -4.133 1.826 2.851
H 7.128 -0.835 1.243
C -5.106 2.643 0.510
H 7.030 -2.285 2.172
O -3.696 -0.610 1.251
C -3.456 1.246 -1.768
C -5.331 -1.866 -0.421
H -4.425 -2.446 -0.253
H 4.728 0.315 0.702
*
```